(1)
This record from OMol25 describes 2 unconnected molecules or ions with the total composition C4H4NO3S at a distorted geometry. The level of theory is ωB97M-V/def2-TZVPD.

Geometry as XYZ:
```
13
Properties=species:S:1:pos:R:3:nbo_charge:R:1
C -0.5284 0.5663 -4.0175 0.836
C -0.5584 -2.6559 -1.5453 0.918
C 0.2027 0.2726 1.5792 -0.515
C -0.0259 -0.8407 0.8926 -0.331
N 0.0945 -0.2807 -3.4948 -0.754
O 0.0234 -3.3151 -2.3688 -0.666
O -1.6087 -2.3878 -1.0863 -0.654
O -1.0769 1.3190 -4.6896 -0.562
S 0.9690 -1.5968 -0.2744 -0.302
H -0.6217 0.3502 2.2404 0.177
H 1.0639 1.0161 1.6659 0.194
H -0.9380 -1.3698 1.0385 0.202
H 0.6983 -0.3538 -2.6603 0.457
```

Values from the calculation:
Multiplicity = 1
Energy relative to the best compared isomer or geometry (same formula, charge and spin) = 118.1 kJ/mol
HOMO energy = -4.060 eV
Total charge = -1
Max |F| = 3.0 eV/Å

=====

(2)
This record from OMol25 describes 3 unconnected molecules or ions with the total composition C2H11NO2S at a distorted geometry. The level of theory is ωB97M-V/def2-TZVPD.

Geometry as XYZ:
```
17
Properties=species:S:1:pos:R:3:nbo_charge:R:1
N -0.1574 0.5163 0.9063 -0.860
C -0.4888 -0.3405 -0.2178 -0.223
C 0.1263 0.3130 -1.4628 -0.510
S -0.5195 -0.4160 -3.0087 -0.057
H -0.8321 1.2774 0.9335 0.383
H -0.2247 -0.0733 1.7266 0.353
H -1.5698 -0.4257 -0.3762 0.161
H -0.1320 -1.3629 -0.1325 0.192
H 0.2430 1.3846 -1.5138 0.218
H 1.1331 -0.1177 -1.4377 0.214
H -1.7995 -0.0751 -2.7694 0.112
O 2.6762 -3.7622 1.9862 -0.935
H 2.1674 -2.9849 1.7377 0.467
H 3.5467 -3.6176 1.6016 0.469
O -1.5375 3.0427 0.3936 -0.947
H -0.6373 3.3689 0.4252 0.483
H -1.9942 3.2730 1.2081 0.480
```

Values from the calculation:
Multiplicity = 1
Energy relative to the best compared isomer or geometry (same formula, charge and spin) = 61.5 kJ/mol
HOMO energy = -8.979 eV
Structure (SMILES) = NCCS.O.O
Max |F| = 2.4 eV/Å

=====

(3)
This record from OMol25 describes a gas-phase ion, CH5N2O3S (charge -1) at a distorted geometry. The level of theory is ωB97M-V/def2-TZVPD.

Geometry as XYZ:
```
12
Properties=species:S:1:pos:R:3:nbo_charge:R:1
C -0.2355 0.9223 0.2531 -0.455
N 0.3721 -0.2952 0.6891 -0.426
N 0.0434 -1.4015 -0.1079 -0.691
S 2.3298 0.0308 -0.0224 2.347
O 2.8271 1.2550 0.5846 -0.998
O 2.0525 0.1222 -1.4587 -1.029
O 3.0267 -1.1946 0.3547 -1.009
H 0.4414 1.7328 0.5181 0.226
H -0.4034 0.9514 -0.8310 0.169
H -1.1936 1.0753 0.7648 0.166
H 0.7327 -2.1082 0.1554 0.363
H 0.2494 -1.1683 -1.0902 0.338
```

Values from the calculation:
Multiplicity = 1
Energy relative to the best compared isomer or geometry (same formula, charge and spin) = 74.6 kJ/mol
HOMO energy = -4.045 eV
Total charge = -1
Structure (SMILES) = CN(N)S(=O)(=O)[O-]
Max |F| = 4.0 eV/Å

=====

(4)
This record from OMol25 describes a gas-phase ion, C27H51BrNO6 (charge +1). The level of theory is ωB97M-V/def2-TZVPD.

Geometry as XYZ:
```
86
Properties=species:S:1:pos:R:3:mulliken_charge:R:1
C 10.1978 -1.2912 1.3619 -0.752
O 8.9253 -0.6813 1.3206 -0.303
C 8.4361 -0.4155 0.0186 -0.603
C 7.0312 -0.9773 -0.1425 -0.704
C 5.9955 -0.2246 0.7152 -0.921
C 5.0321 0.6891 -0.0747 0.471
C 5.2072 2.1677 0.2565 -0.742
C 4.2420 3.1010 -0.4733 -1.091
C 2.7644 2.8570 -0.1218 -0.610
C 2.0012 2.0773 -1.1907 -0.937
C 0.5727 1.6981 -0.7552 -0.270
C 0.4131 0.1971 -0.4669 -1.135
C -1.0352 -0.3342 -0.5799 -0.314
C -1.1065 -1.4941 -1.5726 -0.798
Br -1.2073 -0.6473 -3.3310 -0.039
C -2.1251 -2.6102 -1.3007 0.150
C -2.5745 -3.3555 -2.5591 -2.029
C -3.3124 -2.2565 -0.3817 0.202
C -4.6113 -1.8168 -1.0800 -1.961
C -4.5257 -0.5441 -1.9180 0.457
C -5.7890 0.3304 -1.8277 -0.958
O -5.5055 1.7084 -1.9092 -0.362
C -5.1398 2.1293 -3.2049 -0.702
C -2.9941 -1.2398 0.7329 -0.250
C -3.3759 -1.7472 2.1379 -1.051
C -4.3388 -0.8483 2.8664 0.382
O -4.2167 -0.5137 4.0021 -0.545
O -5.3934 -0.4262 2.0906 -0.276
C -5.5618 0.9594 2.0635 0.789
C -6.9691 1.4025 2.1608 -1.191
O -4.5969 1.6422 1.9126 -0.523
N -1.5699 -0.7365 0.7812 -0.468
C -1.4676 0.4137 1.7460 0.544
C -0.7002 0.1088 3.0359 -0.906
O 0.4728 -0.6609 2.8162 -0.541
H 10.9035 -0.7929 0.6917 0.331
H 10.5713 -1.2066 2.3805 0.232
H 10.1360 -2.3518 1.0973 0.291
H 9.1006 -0.8380 -0.7394 0.481
H 8.3929 0.6722 -0.1130 0.227
H 7.0508 -2.0277 0.1518 0.333
H 6.7667 -0.9255 -1.2009 0.403
H 6.5282 0.3933 1.4406 0.439
H 5.4085 -0.9476 1.2809 0.367
H 5.1733 0.5542 -1.1529 0.353
H 3.9996 0.3868 0.1285 -0.420
H 5.0497 2.3010 1.3321 0.318
H 6.2305 2.4703 0.0221 0.339
H 4.5044 4.1264 -0.2093 0.337
H 4.3612 2.9860 -1.5542 0.464
H 2.2467 3.8068 0.0274 0.457
H 2.7088 2.3039 0.8231 0.322
H 1.9398 2.6913 -2.0919 0.332
H 2.5536 1.1779 -1.4706 0.311
H -0.1381 1.9954 -1.5306 0.290
H 0.3209 2.2905 0.1295 0.398
H 1.0341 -0.3359 -1.1851 0.637
H 0.8144 -0.0212 0.5244 0.190
H -1.6584 0.5019 -0.9006 0.461
H -0.1277 -1.9682 -1.6003 0.988
H -1.5440 -3.3619 -0.7526 0.440
H -3.0498 -4.2918 -2.2650 0.436
H -3.2472 -2.7661 -3.1739 0.385
H -1.6974 -3.6191 -3.1506 0.488
H -3.5663 -3.2082 0.0914 0.724
H -4.9759 -2.6611 -1.6651 0.591
H -5.3546 -1.6586 -0.2928 0.537
H -4.3509 -0.7760 -2.9691 0.756
H -3.6999 0.0997 -1.6021 -0.380
H -6.4795 0.0643 -2.6366 0.504
H -6.2885 0.1786 -0.8693 0.205
H -5.8498 1.7703 -3.9577 0.338
H -5.1479 3.2172 -3.2153 0.272
H -4.1360 1.7893 -3.4834 0.220
H -3.5798 -0.3397 0.5425 0.657
H -2.5226 -1.8282 2.8084 0.414
H -3.8231 -2.7393 2.0654 0.517
H -6.9622 2.4733 2.3508 0.373
H -7.4999 0.8686 2.9434 0.333
H -7.4504 1.2342 1.1953 0.282
H -0.9694 -1.4883 1.1283 0.758
H -2.4685 0.7613 2.0028 -0.126
H -0.9914 1.2379 1.2265 0.159
H -0.3845 1.0748 3.4311 0.424
H -1.3280 -0.3486 3.8021 0.457
H 0.3213 -1.5855 3.0349 0.342
```

Values from the calculation:
Multiplicity = 1
HOMO energy = -10.954 eV
Total charge = +1
Structure (SMILES) = COCCCCCCCCCC[C@H]1[C@H](Br)[C@H](C)[C@H](CCCOC)[C@@H](CC(=O)OC(C)=O)[N@@H+]1CCO
Max |F| = 0.5 eV/Å

=====

(5)
This record from OMol25 describes 9 unconnected molecules or ions with the total composition H18O9 at a distorted geometry. The level of theory is ωB97M-V/def2-TZVPD.

Geometry as XYZ:
```
27
Properties=species:S:1:pos:R:3:nbo_charge:R:1
O 14.6538 18.3171 -11.4415 -0.943
H 15.5696 18.1678 -11.5980 0.470
H 14.4976 18.9500 -10.7640 0.472
O 14.7991 23.2525 -10.4007 -0.929
H 14.5638 22.9634 -11.2441 0.483
H 14.8869 22.4158 -9.9571 0.439
O 13.4575 21.8562 -12.5931 -0.972
H 13.8314 21.3224 -13.2690 0.488
H 13.1449 21.2079 -12.0002 0.490
O 11.2321 23.0239 -13.6522 -0.989
H 11.9899 22.8060 -13.1140 0.472
H 11.3646 22.4883 -14.4709 0.485
O 16.0195 18.7498 -14.1373 -0.952
H 16.9316 18.5213 -14.3479 0.486
H 16.1014 19.4132 -13.4393 0.479
O 10.0049 21.9542 -10.5770 -0.927
H 9.5537 22.5830 -10.0073 0.465
H 10.8963 22.2911 -10.5144 0.463
O 11.8694 21.5376 -15.8833 -0.965
H 12.5625 21.0658 -15.4189 0.491
H 11.8886 21.0475 -16.7181 0.475
O 13.5605 19.7006 -14.6224 -0.993
H 14.4704 19.4923 -14.8588 0.505
H 13.2812 19.0322 -14.0031 0.497
O 12.8056 20.2435 -10.2899 -0.955
H 13.5609 20.4005 -9.6905 0.464
H 12.0484 20.2380 -9.7289 0.500
```

Values from the calculation:
Multiplicity = 1
Energy relative to the best compared isomer or geometry (same formula, charge and spin) = 242.5 kJ/mol
HOMO energy = -9.481 eV
Structure (SMILES) = O.O.O.O.O.O.O.O.O
Max |F| = 2.9 eV/Å

=====

(6)
This record from OMol25 describes a molecular structure, C8H11BN2O at a distorted geometry. The level of theory is ωB97M-V/def2-TZVPD.

Geometry as XYZ:
```
23
Properties=species:S:1:pos:R:3:nbo_charge:R:1
B -0.7357 0.2477 1.6804 0.920
C 2.0666 -1.0496 -0.6550 -0.101
C 0.9165 -0.2571 -0.6841 -0.050
C 0.3016 -0.4788 -1.9196 0.028
C -1.6996 1.0227 -1.8360 -0.352
C 1.0035 2.0378 0.9946 -0.423
C -0.8810 0.0970 -2.4450 -0.229
C 0.3533 0.9123 0.8405 -0.264
C -0.2626 -0.7834 2.8339 -0.974
N 2.0699 -1.8216 -1.7498 -0.269
N 1.0138 -1.4395 -2.4821 -0.306
O -1.9963 0.3927 1.3943 -0.852
H 2.8638 -1.0149 0.1107 0.224
H -2.7129 1.2590 -2.1617 0.211
H -1.3036 1.2887 -0.8793 0.209
H 1.9894 2.3141 0.4194 0.216
H 0.8705 2.6425 1.9318 0.204
H -1.2391 -0.2064 -3.4633 0.199
H -0.0946 -1.8498 2.5936 0.253
H -1.1088 -0.7815 3.7293 0.205
H 0.6634 -0.5718 3.3056 0.232
H 0.6341 -1.9153 -3.3597 0.414
H -2.7121 -0.0447 1.8015 0.505
```

Values from the calculation:
Multiplicity = 1
Energy relative to the best compared isomer or geometry (same formula, charge and spin) = 166.7 kJ/mol
HOMO energy = -8.273 eV
Max |F| = 4.6 eV/Å

=====

Listing energy for the structures above in their given order: -22682.0451 -18672.2336 -21076.3656 -112637.1135 -18719.6222 -14175.3270 eV.
Listing HOMO-LUMO gap for the structures above in their given order: 7.46 9.53 8.31 8.25 9.08 8.79 eV.